(1)
Molecular formula: C4H6INO
Method: DFT, the ωB97M-V functional and the def2-TZVPD basis

Summary:
- ΔE to the lowest compared entry with this formula, charge and spin (kcal per mole) = 129.3
- E (eV) = -15878.2092
- charge = 0
- LUMO level (alpha / beta) (eV) = -4.49 / -4.50
- frontier orbital gap (alpha / beta) (eV) = 4.31 / 4.33

XYZ file:
```
13
Properties=species:S:1:pos:R:3:forces:R:3:mulliken_charge:R:1
I -3.944983 0.720468 -0.054298 1.01 -0.64 -0.05 -0.11
O 0.393822 -3.056539 -0.313119 -0.54 0.81 0.14 -0.48
N -0.673542 -0.894989 -0.173059 -0.77 -0.79 -0.34 -0.13
C 0.227087 -1.893340 -0.114141 1.17 -1.18 -0.05 0.36
C 1.258147 -0.723237 0.340142 -0.50 0.90 2.77 -0.29
C 0.012971 0.213310 0.378759 0.16 1.37 2.01 0.16
C -0.086124 1.401602 -0.475212 -0.07 0.37 -2.70 -0.98
H 0.145651 1.169060 -1.606077 0.40 0.52 2.21 0.27
H 2.146033 -0.417954 -0.199795 -0.47 -0.22 -1.07 0.31
H -1.172732 1.541287 -0.599461 0.19 0.77 0.51 0.05
H 0.458683 2.255947 -0.015648 -0.58 -0.38 -0.75 0.33
H 1.632992 -0.854345 1.422330 -1.01 -0.56 -1.47 0.24
H -0.398002 0.538725 1.409573 1.00 -0.96 -1.20 0.27
```
Forces are in eV/Å.

***

(2)
Molecular formula: C4H7NO3
Method: DFT, the ωB97M-V functional and the def2-TZVPD basis

Summary:
- ΔE to the lowest compared entry with this formula, charge and spin (kcal per mole) = 102.7
- E (eV) = -11890.8246
- charge = 0
- LUMO level (eV) = 0.69
- frontier orbital gap (eV) = 10.02

XYZ file:
```
15
Properties=species:S:1:pos:R:3:forces:R:3:mulliken_charge:R:1
O 0.408238 1.218376 1.128621 0.41 0.30 -0.87 -0.57
O -1.150944 1.138310 -1.221120 -0.77 -1.55 0.55 -0.24
O -2.306725 -0.445291 0.162710 0.41 0.06 0.12 -0.42
N -0.944411 2.518265 -1.050716 -0.60 1.20 -0.35 -0.43
C 0.164675 0.388661 0.279197 -1.29 -2.16 3.04 0.55
C -1.327323 0.162357 -0.032162 1.17 2.31 -2.05 0.53
C 1.068293 -0.714615 -0.180991 0.65 0.45 -0.64 -0.46
C 0.938701 -1.947700 0.723559 -0.24 0.38 0.10 -1.06
H 1.564900 -2.752136 0.342325 -0.05 0.01 -0.02 0.33
H 0.815925 -0.974177 -1.210301 0.06 0.00 -0.03 0.29
H -0.604777 2.791545 -0.127740 0.06 -0.69 0.09 0.26
H 1.252969 -1.707542 1.738829 0.01 -0.03 -0.01 0.31
H -1.871494 2.932455 -1.161922 0.22 -0.08 0.13 0.27
H -0.098506 -2.282050 0.761165 0.03 -0.14 0.00 0.34
H 2.090479 -0.326457 -0.151452 -0.06 -0.07 -0.09 0.31
```
Forces are in eV/Å.

***

(3)
Molecular formula: C4H12NO3
Method: DFT, the ωB97M-V functional and the def2-TZVPD basis

Summary:
- ΔE to the lowest compared entry with this formula, charge and spin (kcal per mole) = 9.4
- E (eV) = -11969.1874
- charge = +1
- LUMO level (eV) = -3.52
- frontier orbital gap (eV) = 11.15

XYZ file:
```
20
Properties=species:S:1:pos:R:3:forces:R:3:mulliken_charge:R:1
O -2.692152 0.609775 1.455973 0.40 -0.10 0.05 -0.57
O 0.392213 1.631652 1.376588 0.00 0.29 0.22 -0.50
O -1.038327 2.247618 -0.262595 0.15 0.16 -0.09 -0.46
N 1.925220 0.270208 -0.160993 0.42 0.31 0.30 -0.27
C 0.529315 0.492785 -0.676617 -0.15 -0.11 0.19 0.17
C -0.126279 1.600989 0.138527 -0.33 -0.26 -0.21 0.31
C 0.472575 -2.079956 -0.875057 -0.61 0.28 -0.02 -1.52
C -0.298313 -0.781205 -0.551162 0.58 -0.85 0.02 -0.41
H -0.274803 -2.843094 -1.091227 0.17 -0.14 0.21 0.38
H -0.730368 -0.886957 0.440130 0.01 0.20 0.18 0.29
H 1.907287 0.194344 0.863075 -0.08 -0.40 -0.10 0.34
H -3.134968 0.232231 2.222517 -0.21 0.06 -0.14 0.29
H -0.126948 2.248487 1.926683 0.05 -0.16 -0.13 0.40
H 1.055573 -2.389420 -0.018871 0.20 -0.31 0.19 0.44
H -3.369258 0.890757 0.832702 -0.11 0.00 0.17 0.30
H 2.396370 -0.524229 -0.601779 -0.28 -0.16 0.20 0.34
H 2.519487 1.078826 -0.324453 0.04 0.30 -0.23 0.38
H 1.111447 -2.059337 -1.754217 0.10 0.31 -0.21 0.38
H 0.611728 0.772025 -1.716469 0.09 0.24 -0.22 0.31
H -1.129800 -0.705499 -1.222753 -0.45 0.32 -0.38 0.40
```
Forces are in eV/Å.

***

(4)
Molecular formula: C18H28MnN6
Method: DFT, the ωB97M-V functional and the def2-TZVPD basis

Summary:
- ⟨S²⟩ = 0.76
- E (eV) = -59369.1055
- charge = +2
- LUMO level (alpha / beta) (eV) = -6.30 / -6.38
- spin multiplicity = 2
- frontier orbital gap (alpha / beta) (eV) = 8.24 / 7.49

XYZ file:
```
53
Properties=species:S:1:pos:R:3:forces:R:3:mulliken_charge:R:1
Mn 0.220924 0.415547 0.026369 -0.24 0.07 -0.10 -0.23
N -0.458268 0.957690 1.868978 0.10 -0.10 -0.01 -0.21
N 1.328045 0.245608 -1.781756 0.01 -0.01 -0.05 -0.25
N 2.077592 -0.127788 0.858407 0.02 0.11 0.01 -0.16
N -1.644797 0.324329 -0.602440 -0.14 -0.02 0.45 0.50
N -0.070794 2.216898 -0.839411 0.13 0.03 -0.07 0.03
N -0.217793 -1.505576 0.364946 0.13 0.02 -0.13 0.42
C -1.418501 -1.894661 0.158227 -0.15 -0.10 0.00 0.79
C -1.247176 2.522633 -1.245123 -0.09 0.03 -0.04 0.71
C 0.158654 1.967508 5.147430 0.00 0.00 0.00 -1.12
C -3.703625 -0.811583 -0.382663 0.06 -0.08 -0.04 -0.87
C -2.258061 1.465760 -0.931340 0.23 -0.15 0.01 0.92
C -4.358187 0.363583 -0.736166 -0.12 -0.01 -0.01 -0.79
C 2.546749 -0.548734 -1.511274 0.01 -0.01 0.02 -0.84
C -3.642659 1.516997 -1.013817 0.05 0.12 -0.08 -0.80
C -2.321234 -0.796343 -0.311051 0.10 0.09 -0.05 0.67
C 1.153711 2.733447 -1.428901 -0.01 0.01 0.02 -0.85
C 3.134797 -0.133233 -0.178654 -0.02 -0.01 -0.02 -0.73
C -0.734401 1.261985 2.939648 -0.11 0.04 -0.01 0.62
C -1.903555 -3.291677 0.366117 0.01 0.01 0.01 -1.84
C -1.081999 1.648883 4.305415 0.02 0.01 0.00 -0.51
C 0.865710 -2.340825 0.855374 0.02 0.01 0.04 -0.78
C -1.607272 3.691526 -2.102355 -0.01 0.00 0.02 -1.81
C 1.866190 -1.423347 1.566168 -0.03 -0.06 -0.01 -0.92
C 1.601185 1.600532 -2.366029 -0.01 -0.01 -0.03 -0.73
H -1.294415 -3.987180 -0.213815 0.00 0.00 0.01 0.40
H -2.938119 -3.417928 0.062512 0.00 0.00 0.00 0.44
H 1.466862 -1.176154 2.549517 -0.01 0.00 0.00 0.37
H 2.814897 -1.943001 1.715415 0.00 0.00 0.01 0.43
H -1.655718 0.827533 4.738488 0.00 0.00 0.00 0.28
H -5.438283 0.377980 -0.790302 0.00 0.00 0.00 0.46
H 0.524232 -3.110586 1.550166 0.00 0.00 -0.01 0.62
H 3.287851 -0.438122 -2.306420 0.00 0.01 0.01 0.50
H 1.033059 3.656844 -1.995824 0.00 0.01 0.01 0.50
H -1.816313 -3.577914 1.416272 -0.01 0.01 0.00 0.39
H -4.155800 2.428419 -1.285741 0.00 0.00 0.01 0.39
H -4.269568 -1.704914 -0.161682 0.00 0.00 0.01 0.38
H 2.353088 0.541182 1.569949 0.04 -0.03 0.01 0.30
H 3.964914 -0.788878 0.094518 0.00 0.01 0.01 0.42
H 0.697142 2.823223 4.744449 0.00 -0.01 0.00 0.34
H -1.749000 2.510121 4.241143 0.00 0.00 0.00 0.31
H 3.530919 0.881859 -0.245991 -0.01 0.00 -0.01 0.41
H 0.833031 1.113912 5.195509 0.00 0.00 0.01 0.33
H 2.254065 -1.598150 -1.488299 0.01 0.00 -0.01 0.33
H 0.795668 -0.267696 -2.475082 -0.02 0.01 0.01 0.26
H -0.154267 2.208490 6.160498 0.00 0.01 0.00 0.36
H -1.498853 3.430786 -3.158597 -0.01 0.00 0.00 0.34
H -2.644891 3.980293 -1.949056 0.00 0.01 0.01 0.44
H 1.322430 -2.857056 0.007253 0.01 0.01 0.00 0.29
H 1.877330 2.909603 -0.633191 0.00 0.00 0.00 0.23
H 1.032662 1.683126 -3.292610 0.02 -0.01 -0.01 0.44
H 2.655874 1.700771 -2.624838 0.00 0.00 0.02 0.39
H -0.978850 4.554079 -1.893221 0.01 -0.01 0.00 0.45
```
Forces are in eV/Å.

***

(5)
Molecular formula: C7H10O3
Method: DFT, the ωB97M-V functional and the def2-TZVPD basis

Summary:
- ΔE to the lowest compared entry with this formula, charge and spin (kcal per mole) = 55.7
- E (eV) = -13560.8998
- charge = 0
- LUMO level (eV) = 0.68
- frontier orbital gap (eV) = 10.84

XYZ file:
```
20
Properties=species:S:1:pos:R:3:forces:R:3:mulliken_charge:R:1
O -2.255618 1.014066 -1.099024 2.03 2.89 1.61 -0.54
O 1.903298 1.717999 0.528272 2.34 2.80 0.70 -0.53
O -0.130779 0.879045 0.541115 -2.70 0.02 0.73 -0.48
C 1.412931 -0.524543 -0.426680 -0.19 2.75 -0.40 0.32
C -0.849247 -0.409497 0.271933 1.59 -0.30 1.91 1.72
C -0.937747 -1.213323 1.598091 8.61 6.49 -0.95 -1.94
C 1.158666 0.876690 0.261617 -1.12 -5.22 -1.38 0.42
C 0.055899 -1.059251 -0.778054 -0.50 -2.97 -0.49 -0.56
C -2.197829 -0.126478 -0.254184 -1.33 2.58 -0.35 -1.24
C 2.630969 -0.932658 -0.716559 1.82 -0.83 -0.41 -0.82
H 0.133275 -2.267242 -0.713065 -0.65 2.77 -0.02 0.29
H -0.498620 -0.817445 -1.752721 1.79 -0.09 0.80 0.28
H 2.674258 -1.887521 -1.347993 0.54 1.42 1.09 0.25
H -1.792744 1.778244 -0.535822 -1.47 -2.30 -1.98 0.38
H 0.274259 -1.389089 1.901100 -3.38 0.41 -0.45 0.28
H -3.060031 0.011653 0.403733 0.54 -0.58 0.84 0.39
H -2.401842 -0.882461 -0.923846 -0.82 -2.20 -1.13 0.43
H -1.312894 -2.057499 1.500602 -3.57 -7.84 -1.20 0.60
H 3.615381 -0.365154 -0.360548 -2.46 -1.35 -0.93 0.25
H -1.408099 -0.678009 2.328679 -1.09 1.54 2.00 0.50
```
Forces are in eV/Å.

***

(6)
Molecular formula: C2H6NO3
Method: DFT, the ωB97M-V functional and the def2-TZVPD basis

Summary:
- ΔE to the lowest compared entry with this formula, charge and spin (kcal per mole) = 105.4
- E (eV) = -9801.6285
- charge = -1
- LUMO level (eV) = 4.11
- frontier orbital gap (eV) = 8.43

XYZ file:
```
12
Properties=species:S:1:pos:R:3:forces:R:3:mulliken_charge:R:1
O 2.990600 0.866810 1.007910 1.74 1.09 -2.78 -0.75
O 1.324743 1.086383 -0.598124 -0.38 -1.76 -1.84 -0.61
O -2.012153 -2.449527 -0.812935 1.44 1.70 2.72 -0.67
N -0.607506 -0.205884 0.229999 1.64 -0.95 -1.11 -0.36
C 0.138956 0.777709 -0.371365 -1.68 0.76 2.32 -0.03
C -2.077720 -1.323177 -0.161380 -4.58 0.34 -2.81 -0.17
H -0.308509 -1.187304 0.264864 2.04 0.82 0.21 0.20
H -0.407900 1.727412 -0.323464 -1.16 -0.07 -0.56 0.29
H 2.550408 0.715153 -0.015554 0.44 0.31 3.52 0.42
H -2.550673 -0.576804 -0.794828 0.17 0.80 -0.52 0.21
H 3.605486 1.638677 0.783107 -1.18 -1.57 0.77 0.25
H -2.645729 -1.069446 0.791771 1.50 -1.47 0.09 0.24
```
Forces are in eV/Å.

***

(7)
Molecular formula: C4H9BClFO3
Method: DFT, the ωB97M-V functional and the def2-TZVPD basis

Summary:
- E (eV) = -26354.2972
- charge = 0
- LUMO level (eV) = 0.53
- frontier orbital gap (eV) = 10.70

XYZ file:
```
19
Properties=species:S:1:pos:R:3:forces:R:3:mulliken_charge:R:1
Cl -0.750646 2.570767 0.814776 -0.08 0.11 0.09 -0.23
F 1.056279 2.789505 -1.084018 0.03 0.02 -0.01 -0.22
O -0.420691 -0.733209 0.535076 -0.07 0.14 -0.02 -0.28
O 1.749696 0.079805 0.334627 0.35 -0.21 0.10 -0.38
O -2.904569 -0.949004 -0.353430 -0.15 0.03 -0.07 -0.54
C 0.867875 -0.735862 1.065938 -0.16 0.20 -0.07 -0.38
C 1.938100 1.416730 0.829152 -0.18 0.06 0.00 -0.42
C -0.513807 -1.331341 -0.751012 0.18 0.01 -0.02 -0.31
C -1.892094 -1.013776 -1.333275 -0.01 -0.15 0.02 -0.45
B 0.836620 2.299157 0.123122 -0.03 -0.08 -0.06 0.53
H -1.840450 -0.096854 -1.930354 -0.07 0.07 0.12 0.24
H 0.263470 -0.908670 -1.396210 -0.06 -0.12 -0.08 0.32
H -2.193263 -1.825675 -1.997178 0.12 0.08 -0.10 0.30
H -0.340269 -2.412030 -0.673410 -0.10 0.03 0.13 0.31
H -2.733168 -0.192655 0.216654 0.14 -0.08 0.06 0.33
H 1.288554 -1.747016 1.056447 0.02 0.03 -0.07 0.31
H 0.763915 -0.364213 2.088008 0.05 -0.10 0.02 0.33
H 2.942741 1.723434 0.533654 -0.01 -0.04 -0.01 0.22
H 1.881708 1.430908 1.921435 0.00 0.01 -0.03 0.30
```
Forces are in eV/Å.

***

(8)
Molecular formula: C4H10O3
Method: DFT, the ωB97M-V functional and the def2-TZVPD basis

Summary:
- ΔE to the lowest compared entry with this formula, charge and spin (kcal per mole) = 58.4
- E (eV) = -10450.7125
- charge = 0
- LUMO level (eV) = 0.55
- frontier orbital gap (eV) = 10.56

XYZ file:
```
17
Properties=species:S:1:pos:R:3:forces:R:3:mulliken_charge:R:1
O 2.026518 0.013004 -0.599257 1.55 2.00 -4.17 -0.53
O -3.022074 1.588515 0.773008 0.72 -0.33 -0.68 -0.46
O 1.054278 -3.213015 -2.229007 -4.02 -1.31 -0.65 -0.63
C 0.346495 0.947126 0.784336 -0.03 3.38 -0.62 -0.50
C 1.607626 0.141998 0.709867 -0.29 -1.34 -0.01 -0.49
C -2.076215 0.873987 1.019098 -1.70 0.28 1.57 -0.16
C -0.963712 0.448945 0.171347 1.91 -2.98 -0.48 -0.37
H 2.400533 0.614832 1.250181 0.32 0.25 1.00 0.30
H 0.564478 1.981218 0.314813 0.07 -1.49 -0.06 0.24
H 1.545764 -0.968054 0.980798 -0.36 1.59 0.39 0.25
H 0.188281 1.412923 1.748656 -0.24 -0.83 0.95 0.47
H 2.321677 0.896998 -1.101757 -1.19 -2.73 2.20 0.31
H 0.987370 -2.388435 -1.822057 0.54 2.01 0.94 0.32
H 1.897504 -3.503114 -2.363757 3.53 -0.61 -0.27 0.30
H -1.056104 0.524647 -0.891240 -0.26 1.33 -0.65 0.37
H -2.008102 0.529800 2.087103 0.31 -0.09 -0.43 0.33
H -0.796360 -0.681190 0.131423 -0.87 0.88 0.96 0.24
```
Forces are in eV/Å.

***

(9)
Molecular formula: C4H8O2
Method: DFT, the ωB97M-V functional and the def2-TZVPD basis

Summary:
- ΔE to the lowest compared entry with this formula, charge and spin (kcal per mole) = 97.6
- E (eV) = -8369.0484
- charge = 0
- LUMO level (eV) = 0.37
- frontier orbital gap (eV) = 9.31

XYZ file:
```
14
Properties=species:S:1:pos:R:3:forces:R:3:mulliken_charge:R:1
O -0.456379 -0.393019 1.149162 0.45 -0.22 -0.14 -0.10
O 2.386361 0.507288 0.459987 -0.26 -0.40 0.43 -0.45
C 0.596830 -1.026275 0.748249 -0.21 0.33 0.23 -0.41
C -1.724901 -0.934517 0.733046 -0.27 -0.07 -0.05 -0.52
C 1.819582 -0.292426 1.176001 0.31 0.24 -0.30 0.29
C 0.188910 1.139468 -1.740084 0.02 0.00 -0.02 -0.97
H -0.674866 1.338037 -2.381236 0.13 -0.01 0.12 0.30
H -1.570362 -1.929404 0.311493 0.00 0.15 0.08 0.35
H 0.313034 0.062400 -1.600736 -0.06 0.13 -0.07 0.19
H 1.096980 1.527728 -2.203152 -0.12 -0.01 0.03 0.29
H -2.367332 -0.960246 1.614033 0.07 -0.01 -0.12 0.26
H -2.136181 -0.253119 -0.014517 0.05 -0.09 0.11 0.24
H 2.256106 -0.628085 2.145697 -0.07 0.03 -0.10 0.32
H 0.067474 1.614526 -0.763316 -0.04 -0.06 -0.20 0.21
```
Forces are in eV/Å.